ORCA calculation (the ωB97M-V functional and the def2-TZVPD basis) on a cluster of 5 separate species, C35H53F3N5PS in total in a non-equilibrium geometry.

Element x y z (Å)
S (-3.32814, -1.81621, 1.30800)
P (-1.97451, -2.64457, 2.84988)
F (0.41177, -3.27966, 4.17968)
F (-1.32747, -4.71652, 4.48914)
F (-1.29599, -2.74429, 5.44811)
N (-2.00077, 2.03383, -6.12357)
N (-4.21721, 2.94107, -0.34905)
N (5.46831, -3.15803, -3.49572)
N (3.32681, 0.82923, 4.21815)
N (-5.04015, -0.24975, -1.58202)
C (-1.16692, -3.71108, 1.52434)
C (1.18732, 2.23785, 1.62495)
C (1.44099, 0.43532, 5.37606)
C (-6.11402, 0.09051, -2.36058)
C (2.34651, -0.11856, 4.41907)
C (-2.90014, 1.31955, -6.87033)
C (2.64022, 2.80900, 1.57624)
C (-3.98532, 3.23291, 0.96726)
C (-3.38459, 4.46499, 1.02891)
C (3.71778, 1.82792, 0.99950)
C (-1.31105, -0.95714, 3.22217)
C (-2.19387, 0.51849, -7.72855)
C (5.32845, -2.18291, -2.54561)
C (-3.24540, 4.93173, -0.30307)
C (-0.94538, -3.41589, 4.27751)
C (0.24402, 0.21232, 0.33107)
C (0.62191, 1.75637, 0.23633)
C (3.17298, 1.95133, 4.98808)
C (5.04082, -4.19472, -1.58546)
C (-0.72797, 1.70118, -6.50301)
C (-3.90491, 0.31413, -2.09634)
C (0.42585, -3.09309, -0.50864)
C (-0.81512, 0.76021, -7.49511)
C (3.94805, 0.52650, 1.84070)
C (4.48815, 0.76604, 3.29206)
C (-1.97591, 0.23219, 3.06344)
C (-4.25638, 1.03026, -3.21079)
C (1.97362, 1.76425, 5.73406)
C (-3.76543, 3.96718, -1.12946)
C (5.29924, -4.38705, -2.91766)
C (-5.65961, 0.88916, -3.37909)
C (0.52601, -0.51708, -1.05243)
C (1.33750, -1.85121, -0.87396)
C (5.05903, -2.79541, -1.34951)
C (0.25493, -3.20763, 1.05221)
H (-0.85216, 0.09573, 0.51919)
H (-2.94798, 0.15755, -1.62420)
H (1.07887, 1.44818, 2.40766)
H (-3.96107, 1.44295, -6.72499)
H (-3.07897, 4.97362, 1.92973)
H (-1.83906, -3.67452, 0.63685)
H (5.19406, -0.03683, 3.62477)
H (-4.59056, -2.17935, 1.71704)
H (5.43103, -1.14116, -2.80281)
H (2.61376, 3.70240, 0.89511)
H (3.80907, 2.84458, 5.05890)
H (0.82420, -0.24274, 1.16410)
H (-2.09179, 0.92042, 3.93723)
H (5.66531, -2.99664, -4.46757)
H (-7.10415, -0.26224, -2.12234)
H (-4.26802, 2.54103, 1.74473)
H (0.99676, -3.97201, 1.39878)
H (5.04564, 1.72616, 3.33139)
H (0.52803, 3.08242, 1.96232)
H (2.15937, -1.71816, -0.12179)
H (-4.65273, 2.09866, -0.69044)
H (4.68464, 2.39888, 0.97673)
H (1.08829, 0.16245, -1.73166)
H (2.34868, -1.08418, 3.89023)
H (5.37614, -5.28880, -3.50294)
H (-2.23787, 2.69889, -5.40897)
H (-0.44890, -0.75834, -1.53572)
H (-6.26607, 1.32244, -4.15869)
H (3.40551, 1.54053, -0.03686)
H (1.26950, 1.98562, -0.63805)
H (4.89406, -2.29495, -0.40823)
H (4.71317, -0.10370, 1.30960)
H (4.85934, -4.97198, -0.86010)
H (-3.58257, 1.59194, -3.83655)
H (-0.27764, -0.90624, 3.63789)
H (0.12653, 2.16113, -6.03396)
H (-0.35474, 2.27863, 0.05290)
H (1.01729, -3.98678, -0.83484)
H (-0.52471, -3.08982, -1.08632)
H (1.86316, -2.07083, -1.84014)
H (-2.81232, 5.86724, -0.62021)
H (-2.61927, -0.16545, -8.44558)
H (2.93444, 3.20984, 2.58045)
H (0.52912, -0.07471, 5.72337)
H (-2.37675, 0.61829, 2.10056)
H (-5.07689, -0.82779, -0.75786)
H (1.46616, 2.42916, 6.44969)
H (0.01824, 0.29706, -7.99903)
H (-3.14874, -3.04988, 3.56337)
H (3.00329, -0.07257, 1.80658)
H (0.49501, -2.27854, 1.61678)
H (-1.19609, -4.77401, 1.86946)
H (-3.85362, 3.92372, -2.20254)

SMILES   C=C[PH](S)(CCCCCCCCCCCCn1cccc1)C(F)(F)F.c1cc[nH]c1.c1cc[nH]c1.c1cc[nH]c1.c1cc[nH]c1
Total energy   -72876.4858 eV
HOMO-LUMO gap   7.67 eV